Version A
Here is the molecule C6H13N from OMol25. Energies are from ωB97M-V/def2-TZVPD.

```
! wB97M-V def2-TZVPD RIJCOSX def2/J DEFGRID3
* xyz 0 1
C 2.96606 -0.26348 -0.02532
C 1.47209 -0.54003 0.11527
C 0.62191 0.28168 -0.84647
N -0.77808 -0.09993 -0.73873
C -1.76642 0.94860 -0.90596
C -1.49093 0.36770 0.43432
C -2.38739 -0.63089 1.12548
H 3.19271 0.79669 0.13998
H 3.32588 -0.52970 -1.02582
H 3.54365 -0.84359 0.70176
H 1.26003 -1.60195 -0.05644
H 1.15103 -0.31883 1.14210
H 0.94248 0.10037 -1.88106
H 0.77462 1.36013 -0.64611
H -2.66424 0.67701 -1.45826
H -1.40234 1.96018 -1.09684
H -0.92881 1.01973 1.10931
H -3.00328 -0.15153 1.89411
H -3.04944 -1.12779 0.40958
H -1.77954 -1.40437 1.60911
*
```

HOMO: -9.07 eV
E_LUMO: 1.24 eV
Orbital gap: 10.3140 eV
SMILES: CCCN1C[C@H]1C



Version B
Here is the molecule C6H13N from OMol25. Energies are from ωB97M-V/def2-TZVPD.

```
! wB97M-V def2-TZVPD RIJCOSX def2/J DEFGRID3
* xyz 0 1
C -1.67520 1.68602 0.37816
C -0.53578 0.67170 0.70185
N -0.57721 -0.37418 -0.24476
C -1.19429 -1.64822 -0.07790
C 0.75591 0.03655 -0.06451
C 1.73298 -1.07708 0.40418
C 1.40813 0.95360 -1.07009
H -2.54363 1.07740 0.05793
H -2.01764 2.26459 1.24733
H -1.48539 2.37058 -0.45523
H -0.42097 0.52402 1.77712
H -1.06796 -2.20633 -1.00814
H -0.83706 -2.24759 0.77213
H -2.26120 -1.44458 0.06663
H 2.76631 -0.72977 0.51910
H 1.44050 -1.61629 1.31065
H 1.77988 -1.84511 -0.39562
H 0.64704 1.59058 -1.52065
H 1.95669 0.42406 -1.85759
H 2.12888 1.59007 -0.54058
*
```

HOMO: -8.44 eV
E_LUMO: 1.08 eV
Orbital gap: 9.5185 eV
SMILES: C[C@H]1N(C)C1(C)C



Which of them is least stable? Easy: version B.



Version A
Here is the molecule C6H13N from OMol25. Energies are from ωB97M-V/def2-TZVPD.

```
! wB97M-V def2-TZVPD RIJCOSX def2/J DEFGRID3
* xyz 0 1
C -1.76336 -1.39137 -0.52861
C -1.47700 0.11746 -0.47596
C -0.20581 0.41268 0.28973
C -0.38093 0.78742 1.74358
C 0.98505 0.43072 -0.31863
C 2.31070 0.24697 0.40416
N 1.12633 0.33347 -1.70383
H -2.16921 -1.74915 0.41330
H -0.84361 -1.92207 -0.78120
H -2.50656 -1.61017 -1.29590
H -1.46251 0.54579 -1.47962
H -2.29532 0.61508 0.04622
H 0.54601 1.20130 2.13906
H -1.18401 1.52255 1.80361
H -0.69875 -0.03051 2.39200
H 2.36865 -0.81396 0.62054
H 3.12403 0.55483 -0.24578
H 2.32390 0.82957 1.31360
H 0.31890 0.15066 -2.27753
H 1.88349 -0.23125 -2.05872
*
```

HOMO: -7.53 eV
E_LUMO: 1.02 eV
Orbital gap: 8.5458 eV
SMILES: CC/C(C)=C(/C)N



Version B
Here is the molecule C6H13N from OMol25. Energies are from ωB97M-V/def2-TZVPD.

```
! wB97M-V def2-TZVPD RIJCOSX def2/J DEFGRID3
* xyz 0 1
C 2.71057 -0.26023 1.50452
C 1.73311 0.82150 1.00148
C 0.45066 0.68555 0.87309
C -0.39399 1.30466 -0.33684
C -0.91802 0.43891 -1.49683
C -1.17313 -1.01595 -1.07357
N -2.16205 -1.32708 0.05667
H 3.61546 0.24405 1.85231
H 2.11992 -0.51054 2.43738
H 2.67663 -1.18752 0.88474
H 2.11518 1.53447 0.32168
H -0.06163 -0.22524 1.45577
H 0.33204 1.92133 -0.85596
H -1.27715 1.79560 0.10940
H -0.46232 0.59472 -2.43877
H -1.98300 0.88669 -1.55237
H -1.69424 -1.54759 -1.99045
H -0.10272 -1.36778 -0.87174
H -2.72218 -2.08812 -0.31817
H -2.80313 -0.69741 0.43765
*
```

HOMO: -9.16 eV
E_LUMO: 1.03 eV
Orbital gap: 10.1901 eV
SMILES: C/C=C/CCCN



Version C
Here is the molecule C6H13N from OMol25. Energies are from ωB97M-V/def2-TZVPD.

```
! wB97M-V def2-TZVPD RIJCOSX def2/J DEFGRID3
* xyz 0 1
C 2.95127 -0.44357 -0.19973
C 1.46194 -0.54308 -0.01845
C 0.71513 0.63267 -0.57547
N -0.64692 0.26652 -0.32486
C -1.64576 1.10963 -0.76287
C -1.51359 0.43983 0.77961
C -2.47058 -0.74752 1.00160
H 3.32350 0.48289 0.24953
H 3.20015 -0.42768 -1.26705
H 3.45023 -1.29327 0.26661
H 1.03239 -1.41935 -0.51848
H 1.16798 -0.61834 1.03709
H 0.83352 0.69000 -1.67299
H 1.07040 1.61369 -0.18532
H -2.40180 0.63488 -1.40018
H -1.22778 1.99985 -1.27811
H -1.11248 0.80331 1.75471
H -3.40186 -0.43759 1.49217
H -2.72336 -1.16193 0.02327
H -2.06236 -1.58093 1.59894
*
```

HOMO: -7.88 eV
E_LUMO: 1.21 eV
Orbital gap: 9.0885 eV
SMILES: CCCN1C[C@H]1C



Version D
Here is the molecule C6H13N from OMol25. Energies are from ωB97M-V/def2-TZVPD.

```
! wB97M-V def2-TZVPD RIJCOSX def2/J DEFGRID3
* xyz 0 1
C -3.28477 -2.06680 -0.63516
C -2.13076 -1.73405 -0.15489
C -1.32973 -0.41383 -0.20514
C 0.15120 -0.35293 0.41106
N 1.06878 0.08512 -0.64609
C 2.24619 0.84478 -0.05816
C 2.17402 2.27621 0.71215
H -3.66048 -3.11523 -0.54334
H -3.99558 -1.57643 -1.07150
H -1.55771 -2.60731 0.21256
H -1.97293 0.40030 0.13536
H -1.30027 -0.32368 -1.27470
H 0.53258 -1.37437 0.56276
H 0.14636 0.31057 1.25534
H 0.81298 0.69866 -1.46524
H 3.01840 1.08021 -0.75601
H 2.65878 0.30271 0.78493
H 1.05927 2.42971 1.06880
H 2.61777 2.14207 1.63418
H 2.74590 2.99428 0.03308
*
```

HOMO: -8.67 eV
E_LUMO: 1.15 eV
Orbital gap: 9.8222 eV
SMILES: C=CCCNCC



Which of them is least stable? Easy: version D.



Version A
Here is a cluster of 2 separate species, C2H2O3S in total from OMol25. Energies are from ωB97M-V/def2-TZVPD.

```
! wB97M-V def2-TZVPD RIJCOSX def2/J DEFGRID3
* xyz 0 1
C -0.76200 0.86904 -1.17398
C -0.24550 0.17525 -0.20650
O 1.95105 -0.22437 -2.69687
O -1.19624 1.47930 -2.05035
O 2.83575 0.89528 -0.71669
S 2.22901 -0.27769 -1.28776
H -0.45687 -0.87386 -0.11550
H 0.24515 0.65949 0.61605
*
```

HOMO: -9.90 eV
E_LUMO: -0.69 eV
Orbital gap: 9.2132 eV



Version B
Here is a structure of composition C2H2O3S from OMol25. Energies are from ωB97M-V/def2-TZVPD.

```
! wB97M-V def2-TZVPD RIJCOSX def2/J DEFGRID3
* xyz 0 1
C -0.31678 0.84820 -0.19958
C -0.35249 -0.46899 -0.05518
O 2.56661 0.82097 0.69481
O 0.90083 -1.01994 -0.04989
O -1.36373 -1.34401 0.10685
S 1.78744 0.41497 -0.43115
H -1.03271 1.61979 -0.33814
H -2.18917 -0.87099 0.27228
*
```

HOMO: -9.42 eV
E_LUMO: -0.01 eV
Orbital gap: 9.4095 eV



Which of them is least stable? Easy: version B.



Version A
Here is the molecule C2H2O3S from OMol25. Energies are from ωB97M-V/def2-TZVPD.

```
! wB97M-V def2-TZVPD RIJCOSX def2/J DEFGRID3
* xyz 0 1
O 1.63703 -0.65318 0.40073
C 0.62462 0.01415 0.56822
O 0.32353 0.86089 1.54121
C -0.49230 -0.05723 -0.53098
O -0.27891 -0.86617 -1.50708
S -1.81860 0.86111 -0.44269
H -0.54716 1.18984 1.24367
H 0.55179 -1.34941 -1.27308
*
```

HOMO: -9.96 eV
E_LUMO: -0.99 eV
Orbital gap: 8.9731 eV
SMILES: O=C(O)C(O)=S



Version B
Here is the molecule C2H2O3S from OMol25. Energies are from ωB97M-V/def2-TZVPD.

```
! wB97M-V def2-TZVPD RIJCOSX def2/J DEFGRID3
* xyz 0 1
C -0.26837 0.23050 -1.15952
C -0.67534 -0.81434 -0.75492
O -0.78263 0.61362 1.54863
O 1.05671 -0.97630 1.19041
O 1.18820 1.26342 0.23820
S 0.42683 0.25938 0.88685
H -0.25839 1.10000 -1.76567
H -0.68701 -1.67628 -0.18398
*
```

HOMO: -11.49 eV
E_LUMO: 0.42 eV
Orbital gap: 11.9112 eV



Which of them is least stable? Easy: version B.